# 1
Below is a cluster of 6 separate species, C30H34N9O2 in total at a distorted geometry, with properties calculated with the ωB97M-V functional and the def2-TZVPD basis.

Atoms and positions in Å:
C -0.80483 -0.41523 -0.33597
C -2.18161 -0.69168 -0.97024
O -2.51045 -0.14887 -1.96355
O -3.06073 -1.57629 -0.30624
C -3.72144 -0.83535 0.70519
N -4.55639 0.22277 0.09015
N -4.17404 1.49222 0.07093
C -5.14428 2.14317 -0.59611
N -6.12479 1.33358 -0.95965
C -5.73671 0.08094 -0.52543
N -6.44530 -1.05044 -0.71088
H -0.59348 0.66635 -0.39113
H -0.05323 -0.98896 -0.90581
H -0.84185 -0.69742 0.73293
H -4.36079 -1.50645 1.31253
H -2.97754 -0.36239 1.38258
H -3.28119 1.81484 0.46490
H -4.99439 3.21666 -0.73881
H -6.31800 -1.67214 -1.49803
H -7.16791 -1.27590 -0.03938
N -1.63343 3.24883 1.52342
C -0.50222 3.90578 1.24498
C -0.05969 5.00929 1.95393
C -0.83151 5.46446 3.01050
C -2.00904 4.80191 3.31770
C -2.36236 3.70659 2.55007
H 0.06756 3.51573 0.40862
H 0.86564 5.49970 1.68517
H -0.51920 6.32540 3.58810
H -2.63817 5.12800 4.13455
H -3.27458 3.15511 2.75632
N 2.46286 -0.44188 0.10939
C 2.34869 0.21343 1.26821
C 3.27744 0.13804 2.29302
C 4.39050 -0.66749 2.11043
C 4.53057 -1.35880 0.91860
C 3.54481 -1.21078 -0.04426
H 1.45926 0.82925 1.36767
H 3.13309 0.69456 3.20975
H 5.13958 -0.75488 2.88785
H 5.38470 -1.99815 0.73717
H 3.61378 -1.72982 -0.99424
N -4.52087 -3.30790 3.22539
C -4.63765 -2.66514 4.39247
C -3.69637 -2.73022 5.40692
C -2.56808 -3.50883 5.20557
C -2.42495 -4.18606 4.00559
C -3.42296 -4.05181 3.05371
H -5.53846 -2.07120 4.50656
H -3.84350 -2.18624 6.33020
H -1.80964 -3.58700 5.97469
H -1.55895 -4.80433 3.81182
H -3.35284 -4.56081 2.09833
N -0.22834 0.98615 -4.20533
C 0.75472 1.49909 -4.94918
C 0.54504 2.21440 -6.11805
C -0.75909 2.40686 -6.54385
C -1.79566 1.88204 -5.78891
C -1.47786 1.18479 -4.63329
H 1.75829 1.32027 -4.57813
H 1.38108 2.60937 -6.67947
H -0.96509 2.95912 -7.45268
H -2.82722 2.01067 -6.08891
H -2.25216 0.75924 -4.00872
N 6.99402 -2.81789 -1.30627
C 8.17293 -3.37089 -1.00859
C 9.37686 -2.96736 -1.56366
C 9.36009 -1.93277 -2.48416
C 8.14917 -1.34454 -2.81029
C 7.00272 -1.82071 -2.19502
H 8.13633 -4.17900 -0.28603
H 10.30241 -3.45130 -1.28240
H 10.27950 -1.58875 -2.94180
H 8.09498 -0.53442 -3.52506
H 6.03226 -1.38852 -2.41637

## Properties
HOMO level = -11.126 eV
Energy = -1806.59054 hartree
HOMO-LUMO gap = 8.3 eV
Max |F| = 2.9 eV/A
Net charge = +1
Multiplicity = 1


# 2
Below is a cluster of 10 separate species, C40H57F9O27 in total at a distorted geometry, with properties calculated with the ωB97M-V functional and the def2-TZVPD basis.

Atoms and positions in Å:
C 0.00663 4.64805 -6.26151
C -1.02180 3.53847 -5.99403
O -2.01559 3.95978 -4.97319
C -2.18585 3.16962 -3.95906
O -1.50435 2.17649 -3.68592
C -3.40802 3.64303 -3.11589
F -4.41875 2.76255 -3.23319
F -3.05100 3.71936 -1.83737
F -3.83758 4.85309 -3.48690
H 0.50981 4.38843 -7.18499
H 0.65161 4.97618 -5.48231
H -0.57858 5.54819 -6.57334
H -0.46924 2.67571 -5.55849
H -1.63534 3.23929 -6.90988
C 4.29710 -0.82098 0.72679
C 4.70154 -2.01459 -0.10938
O 5.22547 -3.10020 0.64865
C 6.50106 -3.10392 0.93845
O 7.33079 -2.31022 0.61292
C 6.75436 -4.29969 1.89151
F 6.19109 -3.97215 3.09128
F 6.19224 -5.42581 1.43862
F 8.03119 -4.42629 2.10227
H 3.84932 -0.10213 0.00664
H 5.20964 -0.35052 1.14734
H 3.59904 -1.13754 1.49199
H 5.34239 -1.79919 -0.93483
H 3.84762 -2.52558 -0.51985
C -5.02956 -0.81024 -5.80958
C -3.88432 0.25744 -5.90654
O -2.60951 -0.41220 -5.59914
C -2.52702 -0.74477 -4.32963
O -3.20783 -0.37522 -3.40394
C -1.30160 -1.74277 -4.22704
F -0.95112 -1.94928 -2.94007
F -1.56883 -2.96549 -4.68924
F -0.22983 -1.28449 -4.89131
H -5.12420 -1.37201 -6.75999
H -5.93745 -0.22330 -5.63265
H -4.67956 -1.41253 -4.97175
H -4.10265 0.93468 -5.07531
H -3.62204 0.66001 -6.87137
C 0.74278 -0.57941 3.36617
C -0.65287 -0.12876 3.82392
C -1.55819 -1.22396 4.49117
O -1.54488 -0.85947 5.85101
C -0.98969 0.37004 6.03894
O -0.97657 0.86992 7.08667
O -0.39867 0.85786 4.87872
H 1.30915 -1.16743 4.11523
H 1.34943 0.33302 3.10483
H 0.64216 -1.19439 2.46493
H -1.23714 0.18679 2.92974
H -1.13571 -2.23794 4.35438
H -2.61724 -1.18172 4.12279
C 3.17212 -1.02955 -5.03423
C 3.43070 -1.68397 -3.74717
C 2.36652 -2.77506 -3.30216
O 3.19958 -3.83156 -2.79947
C 4.47540 -3.63755 -3.26302
O 5.37725 -4.41944 -3.20927
O 4.68166 -2.36328 -3.70970
H 3.87262 -0.18224 -5.26150
H 2.14866 -0.69003 -5.01784
H 3.33526 -1.77570 -5.87488
H 3.48356 -0.99202 -2.93074
H 1.79265 -3.16562 -4.14503
H 1.69616 -2.44726 -2.52566
C 1.85561 3.17455 5.69938
C 1.91013 3.83540 4.32850
C 3.18558 4.59354 3.98586
O 3.25986 4.43120 2.55750
C 2.52442 3.36163 2.22000
O 2.66040 2.80007 1.18622
O 1.80661 2.86283 3.28428
H 2.15024 3.94277 6.42350
H 2.66851 2.46693 5.72862
H 1.02124 2.57354 5.86382
H 1.12329 4.54252 4.22949
H 4.14056 4.28175 4.42960
H 3.07054 5.59106 4.24023
C -2.57581 4.14024 5.48759
C -2.29632 3.80622 4.04335
C -3.34464 4.40369 3.14571
O -2.62286 4.95628 2.04192
C -1.28332 5.01056 2.37381
O -0.45347 5.45932 1.68971
O -1.12742 4.47503 3.56546
H -2.02425 3.45565 6.10271
H -3.65103 3.89525 5.57262
H -2.43109 5.21534 5.73317
H -2.09908 2.73046 3.99423
H -3.83837 5.23403 3.60543
H -4.10900 3.70667 2.78818
C -0.13561 -5.56505 -0.54644
C 0.08893 -5.79006 0.95143
C 1.10052 -4.86404 1.61941
O 0.37691 -4.08620 2.61550
C -0.95557 -4.52865 2.66410
O -1.80901 -4.09310 3.29982
O -1.08740 -5.52216 1.77300
H -0.17353 -4.50320 -0.72612
H -1.09130 -6.05196 -0.81379
H 0.59292 -6.04559 -1.18656
H 0.30624 -6.85030 1.16481
H 1.57953 -4.30423 0.88050
H 1.95260 -5.34875 2.09240
C -0.63391 1.93995 0.52824
C -0.21437 0.84901 -0.49500
C 1.06441 1.11170 -1.25695
O 1.70175 -0.10429 -1.38206
C 1.08422 -0.98186 -0.59008
O 1.46266 -2.08293 -0.31676
O 0.02101 -0.39501 0.04110
H -0.41128 2.88305 0.05151
H -0.03244 1.69322 1.41516
H -1.66230 1.77879 0.82528
H -1.06588 0.73539 -1.20453
H 1.75451 1.75296 -0.68371
H 0.87054 1.53381 -2.25830
C -2.70760 -2.63787 0.11583
C -3.57190 -1.41891 0.16888
C -4.95080 -1.66316 0.62375
O -5.27715 -0.42295 1.37317
C -4.11950 0.08119 1.76957
O -4.00950 0.98978 2.50626
O -3.09816 -0.49724 1.11662
H -2.50510 -3.07426 1.12389
H -1.78334 -2.34881 -0.35253
H -3.15083 -3.33252 -0.58005
H -3.60643 -0.91735 -0.78748
H -5.04498 -2.48492 1.32889
H -5.68310 -1.90051 -0.16622

## Properties
HOMO level = -10.600 eV
Energy relative to the best compared isomer or geometry (same formula, charge and spin) = 0.0 kcal per mole
Energy = -4488.79063 hartree
HOMO-LUMO gap = 10.7 eV
Max |F| = 5.9 eV/A
SMILES = CCOC(=O)C(F)(F)F.CCOC(=O)C(F)(F)F.CCOC(=O)C(F)(F)F.C[C@H]1COC(=O)O1.C[C@H]1COC(=O)O1.C[C@H]1COC(=O)O1.C[C@H]1COC(=O)O1.C[C@H]1COC(=O)O1.C[C@H]1COC(=O)O1.C[C@H]1COC(=O)O1
Multiplicity = 1


# 3
Below is a cluster of 2 separate species, C2H9N3O in total at a distorted geometry, with properties calculated with the ωB97M-V functional and the def2-TZVPD basis.

Atoms and positions in Å:
H 0.08067 2.21192 0.94374
N -0.52488 1.49240 0.60159
C 0.03985 0.39915 0.17952
N -0.80287 -0.53619 -0.33495
N 1.36093 0.04524 0.33693
C 1.93971 -1.18477 -0.16421
H -1.86200 -0.26932 -0.23376
H -0.50595 -1.46032 -0.54705
H 1.99300 0.82088 0.22369
H 1.65485 -2.10810 0.33769
H 1.94663 -1.26705 -1.25178
H 2.97753 -1.11633 0.17276
O -3.00362 0.62023 -0.13948
H -2.58042 1.04848 0.63984
H -2.71342 1.30377 -0.76453

## Properties
HOMO level = -8.435 eV
Energy relative to the best compared isomer or geometry (same formula, charge and spin) = 21.5 kcal per mole
Energy = -321.09755 hartree
HOMO-LUMO gap = 9.3 eV
Max |F| = 2.3 eV/A
SMILES = [H]/N=C(/N)NC.O
Multiplicity = 1


# 4
Below is the molecule C4H3FS at a distorted geometry, with properties calculated with the ωB97M-V functional and the def2-TZVPD basis.

Atoms and positions in Å:
C -0.97469 2.07062 -0.03571
C -0.19288 1.16054 -0.12506
C 0.71489 0.11237 -0.05906
S 2.35160 0.12731 -0.05077
C 0.08477 -1.29149 0.01063
F -1.29241 -1.37256 -0.08211
H -1.63726 2.94600 0.18803
H 0.46724 -1.75961 0.95241
H 0.47873 -1.99317 -0.79837

## Properties
HOMO level = -9.308 eV
Energy relative to the best compared isomer or geometry (same formula, charge and spin) = 50.3 kcal per mole
Energy = -652.16066 hartree
HOMO-LUMO gap = 8.0 eV
Max |F| = 2.4 eV/A
SMILES = C#CC(=S)CF
Multiplicity = 1


Number 1: LUMO level -2.78 eV. Number 2: LUMO level 0.06 eV. Number 3: LUMO level 0.86 eV. Number 4: LUMO level -1.28 eV.